Computed, not measured: a structure of composition C21H21Cl3CsGeN4O3, with ωB97M-V/def2-TZVPD.

ORCA input file:
```
! RIJCOSX wB97M-V def2-TZVPD def2/J DEFGRID3
* xyz -2 2
Cs 1.03371 0.30038 0.70428
O 2.41987 -1.89862 0.94095
C 3.25910 -2.62012 0.39958
C 4.31874 -3.26204 1.17961
C 5.22718 -4.06891 0.59465
C 5.20062 -4.33583 -0.81936
C 4.25230 -3.76223 -1.59653
C 3.25490 -2.88699 -1.05582
C 2.32704 -2.32762 -1.93702
N 1.38918 -1.46149 -1.55797
N 0.50597 -1.14510 -2.47429
C -0.10209 0.09435 -2.29524
O 0.23710 1.00582 -1.54711
C -1.32412 0.28886 -3.14466
C -2.25285 1.22870 -2.69799
C -3.41841 1.44502 -3.41730
C -3.65106 0.74110 -4.59253
C -2.72242 -0.19056 -5.04207
C -1.56371 -0.42604 -4.31404
H 4.34503 -3.05973 2.24428
H 6.00078 -4.52197 1.20521
H 5.94081 -4.99285 -1.25914
H 4.23150 -3.95890 -2.66386
H 2.39555 -2.60776 -2.98996
H -2.06592 1.76265 -1.77260
H -4.14406 2.15882 -3.04846
H -4.56194 0.91146 -5.15459
H -2.90435 -0.74055 -5.95797
H -0.83838 -1.16059 -4.63614
Cl 4.39025 0.49070 2.57475
Ge 2.67132 -0.74179 3.52059
Cl 4.07009 -1.86146 5.03676
Cl 1.94506 1.05567 4.87292
N -1.21626 -0.29344 4.18009
H -1.51424 0.33925 3.43369
H -0.32468 0.07197 4.50251
H -1.86209 -0.13480 4.94665
C -0.87922 3.90091 2.37617
C -2.06686 3.17296 1.81692
C -3.24638 3.70254 1.32401
C -4.02453 2.57998 0.88930
C -3.25029 1.46511 1.16018
C -3.57447 0.02214 0.89776
N -2.06001 1.81359 1.72757
H -1.16133 4.89193 2.74432
H -0.08895 4.04858 1.63198
H -0.43137 3.34286 3.20327
H -3.51663 4.75149 1.28355
H -5.01752 2.58745 0.45346
H -4.63513 -0.10091 0.65848
H -3.34638 -0.60240 1.76654
H -3.00198 -0.38926 0.05618
O 2.84797 2.28257 0.47464
C 2.50355 3.09511 1.17382
*
```

* HOMO level (spin up / spin down): -1.263 / -1.263 eV
* molar mass: 689.30 g mol⁻¹
* energy relative to the best compared isomer or geometry (same formula, charge and spin): 134.1 kJ/mol
* ⟨S²⟩: 0.799
* lowest unoccupied orbital energy (spin up / spin down): 3.9 / 2.7 eV
* E: -4735.3593 a.u.
* orbital gap (spin up / spin down): 0.19008 / 0.14641 hartree

***

Computed, not measured: a cluster of 4 separate species, C35H47BrFN5O11S in total, with ωB97M-V/def2-TZVPD.

ORCA input file:
```
! RIJCOSX wB97M-V def2-TZVPD def2/J DEFGRID3
* xyz 0 1
C 4.28526 4.14553 0.82874
C 3.71233 3.54991 -0.51676
C 3.37893 2.03617 -0.28927
N 2.01499 1.62296 -0.66841
N 1.93442 1.07418 -1.98002
C 1.93166 -0.40085 -2.00878
C 2.20218 -1.07191 -0.63235
C 1.00281 -1.11234 0.35755
N 1.58345 -0.82917 1.72600
C 3.16821 -0.83290 -2.93205
C 3.62298 0.24331 -3.94963
O 3.31293 0.11833 -5.06279
Br 4.75016 1.79299 -3.53380
C 0.60084 -0.89927 -2.69482
F 0.71210 -0.42757 -4.03583
C 0.50866 -2.45045 -2.80775
C -0.49376 -3.09736 -1.80886
N 0.22391 -4.19130 -1.10360
O -0.53456 -0.29725 -2.15288
C -1.68362 -0.37812 -2.99991
C -1.95762 0.97212 -3.77338
C -1.25814 2.17951 -3.12693
N -0.85792 3.09875 -3.90304
C -2.94923 -0.79664 -2.14387
C -3.69406 0.36621 -1.44418
C -2.83892 1.08758 -0.33776
S -3.88211 1.14951 1.16419
O -5.20899 1.59208 0.83008
O -3.99940 -0.15693 1.77427
O -3.30805 2.26284 2.21211
H 4.32864 5.24957 0.75681
H 3.73735 3.77910 1.71179
H 5.34673 3.81591 0.86915
H 2.81769 4.09817 -0.87153
H 4.51275 3.72055 -1.26274
H 3.45638 1.86455 0.81162
H 4.12721 1.34927 -0.72846
H 1.43920 2.46238 -0.63564
H 1.17128 1.47763 -2.51239
H 2.45452 -2.13350 -0.85881
H 3.07318 -0.66440 -0.09609
H 0.54392 -2.11536 0.45626
H 0.24958 -0.31761 0.18610
H 1.74665 0.18424 1.70680
H 0.78315 -0.91434 2.36159
H 4.01034 -0.97076 -2.22375
H 2.97310 -1.75037 -3.50709
H 1.47311 -2.97414 -2.70273
H 0.13241 -2.66274 -3.83223
H -1.38281 -3.56271 -2.30334
H -0.89231 -2.40998 -1.05159
H 0.63028 -4.77321 -1.83852
H -0.41385 -4.79517 -0.59260
H -1.62101 -1.15451 -3.78611
H -1.45860 0.83943 -4.75569
H -3.02872 1.12923 -3.98480
H -1.07842 2.29197 -2.04195
H -0.42038 3.81914 -3.31919
H -2.71442 -1.58688 -1.40924
H -3.64438 -1.24021 -2.89165
H -4.13930 1.11493 -2.11788
H -4.55250 -0.09454 -0.90704
H -1.86733 0.60174 -0.14407
H -2.74872 2.14548 -0.65180
H -2.52327 1.87808 2.65105
C -4.11495 5.03038 6.58962
C -5.34243 4.81795 7.05815
C -6.19347 3.72861 6.52027
O -7.31274 3.53626 6.94606
C -5.62328 2.88557 5.44258
C -4.39557 3.09941 4.97511
C -3.54678 4.18634 5.51217
O -2.42533 4.37782 5.08522
H -3.47931 5.82055 6.96896
H -5.77416 5.42330 7.84515
H -6.25758 2.09495 5.06189
H -3.96377 2.49629 4.19014
C -4.56930 -3.40534 0.37376
C -5.74570 -3.99761 0.17927
C -5.83169 -5.41223 -0.25549
O -6.90159 -5.95302 -0.43520
C -4.55694 -6.14249 -0.46371
C -3.38142 -5.55012 -0.26913
C -3.29715 -4.13601 0.16531
O -2.22596 -3.59027 0.34582
H -4.48596 -2.37142 0.69161
H -6.68516 -3.48027 0.32742
H -4.63932 -7.17457 -0.78030
H -2.44188 -6.06829 -0.41715
C 7.56434 0.35597 0.09605
C 8.55425 0.31003 0.98451
C 8.59931 -0.73892 2.03178
O 9.49962 -0.78047 2.84287
C 7.50046 -1.73437 2.04945
C 6.51100 -1.68761 1.16055
C 6.46799 -0.63938 0.11539
O 5.56632 -0.59643 -0.69754
H 7.51308 1.11419 -0.67578
H 9.36453 1.02807 0.98573
H 7.55002 -2.49276 2.82034
H 5.69968 -2.40497 1.15859
*
```

* HOMO level: -8.124 eV
* molar mass: 844.75 g mol⁻¹
* SMILES: [H]/N=C/C[C@H](CCCS(=O)(=O)O)O[C@](F)(CCN)[C@@](CCN)(CC(=O)Br)NNCCC.O=C1C=CC(=O)C=C1.O=C1C=CC(=O)C=C1.O=C1C=CC(=O)C=C1
* lowest unoccupied orbital energy: -1.8 eV
* E: -5535.1322 a.u.
* orbital gap: 0.23126 hartree

***

Computed, not measured: a cluster of 27 separate species, C6H68NO28 in total, with ωB97M-V/def2-TZVPD.

ORCA input file:
```
! RIJCOSX wB97M-V def2-TZVPD def2/J DEFGRID3
* xyz 1 1
C 2.02888 3.00694 1.53651
O 2.01188 2.22594 0.38451
C 1.05488 1.17194 0.28951
C 1.02988 0.53594 -1.17649
N 0.53388 -0.75306 -1.30749
H 0.44588 -0.96906 -2.33249
H 1.18488 -1.35506 -0.94149
C -0.80412 -1.06906 -0.65249
C -1.36712 -2.36106 -1.26949
O -2.56312 -2.58706 -0.59749
C -3.34212 -3.69606 -1.03949
H 1.24188 3.90694 1.31651
H 2.91188 3.54394 1.75351
H 1.47388 2.53094 2.52051
H 0.13888 1.74594 0.46151
H 1.24088 0.49094 1.02751
H 2.03788 0.72894 -1.28449
H 0.57688 1.20994 -1.68849
H -1.47212 -0.25306 -0.83549
H -0.88012 -1.22406 0.34151
H -0.71912 -3.27206 -1.08449
H -1.44912 -2.33506 -2.38849
H -4.09112 -3.73706 -0.32749
H -2.60212 -4.49106 -1.12749
H -4.03612 -3.73706 -1.98849
O -5.03812 -6.17406 1.03551
H -4.61812 -5.88606 1.94151
H -5.58912 -7.00606 1.15651
O -2.64812 1.47294 1.15251
H -2.33212 1.99394 1.89751
H -3.48012 1.91394 0.78251
O 3.52188 -1.69806 1.40251
H 2.90788 -2.03006 0.68951
H 4.18988 -1.04606 1.03651
O 1.31688 5.02494 -1.92449
H 0.85388 4.63194 -1.13549
H 2.26488 4.98694 -1.81249
O -0.57312 -6.50506 -1.56749
H -1.34712 -6.47806 -1.18749
H -0.55312 -5.77406 -2.23049
O -4.79012 -2.49906 2.14951
H -3.96712 -2.72506 2.40351
H -5.37712 -3.17806 2.11251
O -1.38812 3.76994 2.93951
H -0.57012 4.33594 2.68651
H -1.92312 4.53694 3.11351
O 2.35288 4.78294 4.49251
H 2.40788 5.62894 5.05651
H 1.70988 4.33194 4.80051
O 4.99288 2.87494 4.29751
H 5.18888 3.27494 3.43951
H 4.08088 2.85594 4.38851
O 3.76688 6.83894 3.19751
H 3.31488 6.01494 3.29651
H 3.85688 6.76694 2.24251
O -2.93312 -7.06906 -0.35949
H -2.91712 -8.04906 0.09151
H -3.71812 -6.74006 0.13051
O 2.02988 -2.71806 -0.72049
H 2.30788 -3.51606 -0.49349
H 2.83888 -2.61906 -1.50549
O -0.00612 3.03794 5.25051
H -0.62212 3.15094 4.56751
H -0.35612 3.40994 6.06051
O 4.07388 1.28594 -3.34149
H 4.59188 1.66194 -4.05949
H 3.26488 1.70694 -3.61749
O 4.00088 4.27194 -1.39749
H 3.65688 3.34694 -1.18149
H 4.65888 4.23694 -1.90449
O -4.94912 -0.74606 -0.94549
H -4.29912 -0.99406 -0.25249
H -4.51512 -0.01606 -1.46349
O -1.02712 4.75594 -0.06049
H -0.71512 5.60394 0.32451
H -1.93112 4.56894 -0.17849
O 0.30288 -0.73006 -4.10749
H -0.30812 -0.97706 -4.96349
H 0.55788 0.19294 -4.09449
O 0.09188 -0.63306 3.26351
H 0.68488 -1.36206 3.46551
H 0.40588 0.23894 3.79251
O 1.47388 1.75994 -4.19449
H 0.81388 2.30494 -4.29749
H 1.78188 1.43694 -5.05449
O -4.51512 -4.59206 -4.74449
H -4.67412 -5.32906 -4.17549
H -4.98812 -4.93806 -5.54249
O 0.13488 -4.70906 -3.36849
H 0.85988 -4.15806 -3.60049
H -0.70612 -4.39706 -3.93549
O 4.59588 6.26594 0.43751
H 4.11588 5.60294 0.15951
H 4.42588 7.00594 -0.18649
O 3.60588 -1.46906 -2.76949
H 3.65088 -1.71506 -3.59349
H 3.94688 -0.47006 -3.08949
O -6.82112 -5.22106 -1.08649
H -6.64812 -5.24706 -0.15349
H -7.81212 -4.74906 -0.96049
O 1.71488 0.92194 5.16051
H 1.50388 0.26494 6.10651
H 1.25188 1.83394 5.14551
*
```

* HOMO level: -11.785 eV
* molar mass: 602.59 g mol⁻¹
* energy relative to the best compared isomer or geometry (same formula, charge and spin): 341.1 kJ/mol
* lowest unoccupied orbital energy: -2.9 eV
* E: -2430.2359 a.u.
* orbital gap: 0.32679 hartree

***

Computed, not measured: a structure of composition C28H42BGaN9P, with ωB97M-V/def2-TZVPD.

ORCA input file:
```
! RIJCOSX wB97M-V def2-TZVPD def2/J DEFGRID3
* xyz 3 2
Ga 0.28279 -0.14528 0.24856
C 3.68963 1.44469 0.02911
C 3.47443 -0.02044 -0.13846
C 4.44753 -0.98532 -0.37468
C 3.75335 -2.14405 -0.65609
N 2.44121 -1.89051 -0.58878
N 2.25529 -0.58751 -0.21057
B 1.20550 -2.64790 -1.15148
N 0.30329 -2.97385 0.06972
C -0.00642 -4.13861 0.62381
C -0.86142 -3.91066 1.69316
C -1.04351 -2.54489 1.73748
C -1.98190 -1.81067 2.63395
N -0.31421 -1.95918 0.74688
N 0.40906 -1.59627 -2.06052
C 0.26278 -1.66471 -3.38729
C -0.19444 -0.44333 -3.85830
C -0.30747 0.36903 -2.73940
C -0.61486 1.82543 -2.66482
N 0.04245 -0.34629 -1.65666
N 1.50626 -3.83759 -1.97036
C 2.53275 -4.12966 -2.82965
C 2.17463 -5.21842 -3.56648
C 0.87163 -5.54885 -3.11969
C -0.00181 -6.65996 -3.60582
N 0.46155 -4.71586 -2.17904
H 4.47000 1.76493 -0.65999
H 4.02049 1.72610 1.02991
H 2.79232 2.00570 -0.22805
H 5.51328 -0.84765 -0.38636
H 4.11637 -3.12527 -0.90765
H 0.36937 -5.05475 0.20618
H -1.31206 -4.64724 2.33238
H -1.95932 -2.23172 3.63846
H -3.01371 -1.91342 2.28507
H -1.74118 -0.75197 2.73249
H 0.51066 -2.57136 -3.91301
H -0.38313 -0.17210 -4.88080
H -0.56492 2.26271 -3.65973
H 0.11428 2.35174 -2.04495
H -1.61058 2.03335 -2.27531
H 3.42312 -3.52961 -2.89219
H 2.75917 -5.71940 -4.31601
H 0.60147 -7.47753 -3.99663
H -0.65484 -6.31252 -4.40819
H -0.62313 -7.04231 -2.79805
C -1.73867 1.84818 3.47094
C -0.39702 1.14911 3.65241
P 0.77059 1.11496 2.25045
C 2.21121 0.19423 2.89255
C 2.57220 0.45244 4.35923
C 1.08322 2.87285 1.88801
C 1.95826 3.60135 2.91088
H -2.24105 1.91847 4.43425
H -2.41922 1.30099 2.81685
H -1.63277 2.86552 3.09949
H -0.50969 0.13002 4.02835
H 0.18386 1.67796 4.41427
H 3.05776 0.39685 2.23601
H 1.96466 -0.86468 2.74781
H 2.79104 1.49818 4.56108
H 3.46810 -0.12071 4.59196
H 1.79319 0.11886 5.03970
H 0.09246 3.33348 1.83554
H 1.51071 2.95789 0.88969
H 1.56466 3.52645 3.92312
H 1.99560 4.65846 2.65531
H 2.97962 3.22365 2.90660
N -2.37719 0.39143 0.19583
C -3.18031 0.21331 -0.90872
C -3.96474 1.28667 -1.42356
C -4.79084 1.05847 -2.48583
C -4.82966 -0.22609 -3.08327
C -4.03161 -1.28623 -2.59372
C -3.21393 -1.07786 -1.52216
H -2.54006 1.25928 0.70181
H -2.43734 -0.40303 0.83003
H -3.92622 2.25610 -0.94184
H -5.42607 1.84214 -2.87294
H -5.48102 -0.39777 -3.92890
H -4.08233 -2.25224 -3.07405
H -2.58635 -1.86736 -1.12497
*
```

* HOMO level (spin up / spin down): -16.003 / -16.003 eV
* molar mass: 616.22 g mol⁻¹
* energy relative to the best compared isomer or geometry (same formula, charge and spin): 139.0 kJ/mol
* ⟨S²⟩: 0.769
* lowest unoccupied orbital energy (spin up / spin down): -8.5 / -12.1 eV
* E: -3875.1639 a.u.
* orbital gap (spin up / spin down): 0.27464 / 0.14206 hartree